Record 1
{
  "formula": "C26H22N10O7V",
  "method": "ωB97M-V/def2-TZVPD",
  "species": ["V", "O", "C", "O", "C", "C", "C", "C", "C", "N", "H", "H", "H", "H", "C", "N", "C", "N", "C", "N", "C", "C", "C", "C", "C", "C", "C", "N", "N", "C", "O", "C", "C", "C", "C", "C", "C", "N", "C", "N", "C", "N", "C", "H", "H", "H", "H", "H", "H", "H", "H", "H", "H", "H", "H", "H", "H", "H", "H", "O", "H", "H", "O", "N", "O", "O"],
  "positions_angstrom": [[-0.913, -1.951, 2.069], [0.178, -2.272, 5.863], [0.023, -2.178, 4.658], [-1.075, -2.014, 4.013], [1.246, -2.157, 3.747], [2.532, -2.264, 4.239], [3.604, -2.089, 3.379], [3.333, -1.764, 2.055], [2.022, -1.662, 1.637], [0.979, -1.883, 2.452], [2.655, -2.463, 5.295], [4.622, -2.172, 3.732], [4.134, -1.584, 1.350], [1.793, -1.372, 0.620], [-0.130, -2.900, -3.327], [-0.719, -2.541, -2.058], [-0.156, -2.581, -0.843], [-0.964, -2.012, 0.034], [-2.039, -1.646, -0.723], [-1.915, -1.936, -1.993], [0.626, -1.756, -3.975], [1.413, -2.019, -5.092], [2.094, -0.994, -5.729], [2.005, 0.304, -5.258], [1.228, 0.572, -4.134], [0.539, -0.459, -3.497], [1.139, 1.935, -3.635], [1.659, 3.006, -4.144], [1.315, 4.046, -3.327], [0.607, 3.554, -2.362], [0.458, 2.212, -2.496], [0.017, 4.248, -1.228], [0.252, 5.610, -1.049], [-0.295, 6.256, 0.044], [-1.071, 5.558, 0.959], [-1.317, 4.204, 0.782], [-2.181, 3.444, 1.770], [-1.594, 2.173, 2.142], [-1.827, 0.959, 1.633], [-0.995, 0.085, 2.171], [-0.273, 0.844, 3.047], [-0.605, 2.110, 3.047], [-0.771, 3.553, -0.315], [-0.941, -3.219, -3.981], [0.537, -3.746, -3.165], [0.785, -3.057, -0.626], [-2.927, -1.191, -0.319], [1.492, -3.034, -5.465], [2.698, -1.210, -6.600], [2.527, 1.120, -5.739], [-0.074, -0.226, -2.636], [0.866, 6.137, -1.767], [-0.108, 7.311, 0.194], [-1.481, 6.070, 1.821], [-3.163, 3.244, 1.342], [-2.306, 4.024, 2.682], [-2.597, 0.746, 0.912], [0.499, 0.458, 3.690], [-0.944, 2.495, -0.466], [-3.328, -1.528, 2.467], [-3.441, -2.450, 2.172], [-3.154, -1.600, 3.418], [-1.625, -5.823, 1.496], [-1.655, -4.615, 1.628], [-2.682, -3.935, 1.382], [-0.614, -3.977, 2.004]],
  "gap_ha": [0.2281, 0.3189],
  "e_homo_ha": [-0.247, -0.338],
  "multiplicity": 4,
  "energy_ha": -3022.26621
}

Record 2
{
  "formula": "C27H38O19Si",
  "method": "ωB97M-V/def2-TZVPD",
  "species": ["O", "Si", "C", "C", "C", "C", "C", "C", "C", "C", "C", "H", "H", "H", "H", "H", "H", "H", "H", "H", "H", "H", "H", "H", "H", "O", "C", "O", "C", "C", "O", "H", "H", "H", "H", "O", "C", "O", "C", "C", "O", "H", "H", "H", "H", "O", "C", "O", "C", "C", "O", "H", "H", "H", "H", "O", "C", "O", "C", "C", "O", "H", "H", "H", "H", "O", "C", "O", "C", "C", "O", "H", "H", "H", "H", "O", "C", "O", "C", "C", "O", "H", "H", "H", "H"],
  "positions_angstrom": [[3.706, -0.646, -2.101], [2.540, 0.104, -0.979], [0.981, -1.008, -0.645], [-0.165, -0.299, 0.288], [-0.304, -0.987, 1.806], [1.232, -0.890, 2.449], [1.669, 0.642, 2.954], [3.183, 0.828, 3.554], [4.182, -0.482, 3.625], [3.746, -2.009, 3.159], [2.208, -2.210, 2.547], [4.465, 0.038, -2.115], [2.225, 1.484, -1.325], [3.258, 0.169, 0.320], [0.488, -1.221, -1.709], [1.259, -2.076, -0.197], [0.110, 0.827, 0.488], [-1.207, -0.313, -0.254], [-0.577, -2.121, 1.709], [-1.080, -0.375, 2.474], [0.944, 1.570, 2.886], [3.559, 1.905, 3.904], [5.275, -0.315, 4.027], [4.477, -2.948, 3.207], [1.780, -3.226, 2.151], [0.675, -1.004, -8.097], [1.424, -1.082, -7.137], [1.085, -1.636, -5.937], [2.277, -1.738, -5.180], [3.157, -0.692, -5.783], [2.710, -0.624, -7.124], [2.079, -1.556, -4.120], [2.685, -2.747, -5.298], [3.022, 0.289, -5.315], [4.215, -0.963, -5.740], [-3.482, -1.574, 0.919], [-4.159, -0.992, 1.750], [-5.473, -1.265, 2.003], [-5.824, -0.544, 3.170], [-4.830, 0.571, 3.197], [-3.702, 0.018, 2.546], [-6.854, -0.183, 3.107], [-5.732, -1.208, 4.036], [-5.169, 1.447, 2.634], [-4.578, 0.879, 4.216], [0.795, 2.056, 5.718], [1.544, 1.978, 6.678], [1.205, 1.424, 7.878], [2.396, 1.322, 8.635], [3.277, 2.368, 8.032], [2.830, 2.436, 6.691], [2.199, 1.504, 9.695], [2.805, 0.313, 8.517], [3.141, 3.349, 8.500], [4.335, 2.097, 8.075], [4.438, -6.234, -4.568], [3.227, -6.236, -4.429], [2.406, -7.252, -4.827], [1.124, -6.978, -4.292], [1.146, -5.498, -4.088], [2.515, -5.221, -3.857], [0.340, -7.291, -4.986], [1.009, -7.528, -3.352], [0.820, -4.949, -4.977], [0.538, -5.186, -3.235], [-7.462, 2.105, 3.132], [-7.377, 2.976, 3.983], [-7.406, 4.315, 3.722], [-7.510, 4.975, 4.970], [-6.951, 3.978, 5.933], [-7.240, 2.736, 5.320], [-6.944, 5.910, 4.962], [-8.565, 5.199, 5.164], [-5.866, 4.072, 6.048], [-7.421, 4.043, 6.918], [1.945, 5.593, -9.059], [1.481, 4.484, -8.853], [2.209, 3.409, -8.429], [1.283, 2.392, -8.095], [0.076, 2.748, -8.901], [0.166, 4.155, -9.017], [1.680, 1.407, -8.353], [1.092, 2.427, -7.017], [0.097, 2.308, -9.903], [-0.855, 2.459, -8.405]],
  "gap_ha": 0.3052,
  "e_homo_ha": -0.296,
  "de_lowest_ev": 5.3408,
  "smiles": "O[SiH2]CCCc1ccccc1.O=C1OCCO1.O=C1OCCO1.O=C1OCCO1.O=C1OCCO1.O=C1OCCO1.O=C1OCCO1",
  "energy_ha": -2770.41839
}

Record 3
{
  "formula": "C12H14BrN2",
  "method": "ωB97M-V/def2-TZVPD",
  "species": ["Br", "C", "N", "C", "C", "C", "C", "C", "C", "C", "C", "N", "C", "C", "C", "H", "H", "H", "H", "H", "H", "H", "H", "H", "H", "H", "H", "H", "H"],
  "positions_angstrom": [[-2.057, 3.547, 4.782], [-1.911, -0.242, 4.384], [-1.339, -0.227, 3.008], [-1.481, 0.877, 2.252], [-0.821, 1.011, 1.050], [-0.075, -0.079, 0.585], [0.060, -1.207, 1.399], [-0.566, -1.256, 2.630], [0.521, -0.102, -0.774], [1.046, 1.037, -1.343], [1.464, 1.050, -2.668], [1.383, -0.064, -3.399], [0.868, -1.214, -2.897], [0.445, -1.245, -1.599], [1.876, -0.020, -4.792], [-1.206, 0.312, 5.002], [-1.948, -1.272, 4.735], [-2.912, 0.172, 4.383], [-2.192, 1.556, 2.703], [-1.106, 1.762, 0.327], [0.743, -1.984, 1.084], [-0.529, -2.128, 3.263], [1.151, 1.977, -0.816], [1.819, 1.925, -3.193], [0.730, -2.041, -3.575], [0.088, -2.149, -1.123], [2.886, 0.377, -4.839], [1.181, 0.633, -5.319], [1.884, -1.004, -5.249]],
  "gap_ha": 0.1133,
  "e_homo_ha": -0.323,
  "de_lowest_ev": 2.2599,
  "total_charge": 1,
  "energy_ha": -3148.89664
}

Record 4
{
  "formula": "C4H7N2O",
  "method": "ωB97M-V/def2-TZVPD",
  "species": ["C", "C", "C", "C", "N", "N", "O", "H", "H", "H", "H", "H", "H", "H"],
  "positions_angstrom": [[1.430, -0.219, 0.013], [0.151, -1.053, 0.310], [1.262, 1.275, -0.036], [-2.108, 0.153, -0.040], [0.058, 1.665, -0.053], [-1.086, -0.741, -0.489], [2.481, -0.771, -0.101], [0.434, -2.097, 0.153], [-0.074, -0.912, 1.373], [2.161, 1.886, -0.059], [-2.102, 0.239, 1.056], [-0.131, 2.664, -0.082], [-0.829, -0.476, -1.456], [-1.646, -1.613, -0.590]],
  "gap_ha": [0.3239, 0.3239],
  "e_homo_ha": [-0.538, -0.538],
  "de_lowest_ev": 5.7861,
  "total_charge": 1,
  "energy_ha": -340.92361
}

Record 5
{
  "formula": "C2H4HgLiO",
  "method": "ωB97M-V/def2-TZVPD",
  "species": ["O", "Li", "C", "C", "H", "H", "H", "Hg", "H"],
  "positions_angstrom": [[-0.143, -0.755, 1.053], [-0.810, 0.258, 2.338], [0.519, 0.219, 0.401], [0.122, 0.549, -0.982], [1.567, 0.335, 0.714], [-0.913, 0.926, -1.013], [0.788, 1.297, -1.431], [-1.135, -2.346, 0.506], [0.004, -0.483, -1.587]],
  "gap_ha": [0.1867, 0.1963],
  "e_homo_ha": [-0.223, -0.237],
  "de_lowest_ev": 0.0000,
  "multiplicity": 2,
  "energy_ha": -314.69580
}

Record 6
{
  "formula": "C7H11N2",
  "method": "ωB97M-V/def2-TZVPD",
  "species": ["C", "N", "C", "C", "C", "C", "N", "C", "C", "H", "H", "H", "H", "H", "H", "H", "H", "H", "H", "H"],
  "positions_angstrom": [[-1.283, -0.854, 1.262], [-0.996, -0.066, -0.007], [0.572, -0.014, -0.235], [1.470, -1.114, -0.270], [2.745, -0.595, -0.051], [2.597, 0.744, 0.180], [1.253, 1.089, 0.211], [-1.878, -0.044, -1.170], [-1.662, 1.187, -0.396], [-1.214, -1.903, 0.996], [-0.473, -0.529, 2.081], [-2.316, -0.677, 1.624], [1.122, -2.163, -0.623], [3.614, -1.076, -0.314], [3.308, 1.345, 0.641], [0.787, 1.942, 0.306], [-2.727, -0.764, -1.183], [-1.397, 0.009, -2.274], [-1.097, 1.824, -1.087], [-2.426, 1.656, 0.309]],
  "gap_ha": 0.3593,
  "e_homo_ha": -0.463,
  "de_lowest_ev": 3.9195,
  "total_charge": 1,
  "smiles": "C[N+]1(c2ccc[nH]2)CC1",
  "energy_ha": -382.47957
}

Record 7
{
  "formula": "C9H18N2O3",
  "method": "ωB97M-V/def2-TZVPD",
  "species": ["C", "C", "C", "C", "C", "N", "C", "O", "C", "C", "N", "C", "O", "O", "H", "H", "H", "H", "H", "H", "H", "H", "H", "H", "H", "H", "H", "H", "H", "H", "H", "H"],
  "positions_angstrom": [[0.910, 3.421, 1.572], [0.847, 2.043, 0.937], [1.006, 1.821, -0.453], [-0.116, 2.428, -1.378], [1.032, 0.125, -0.734], [-0.220, -0.424, -0.990], [-1.218, -0.781, -0.145], [-1.146, -0.362, 1.046], [-2.464, -1.705, -0.465], [-2.008, -3.174, 0.199], [-2.465, -2.021, -1.865], [1.924, -0.484, 0.403], [3.167, -0.426, 0.381], [1.267, -0.831, 1.553], [0.858, 3.238, 2.686], [1.932, 3.943, 1.599], [0.185, 4.156, 1.174], [1.402, 1.221, 1.383], [-0.278, 1.776, 1.063], [1.989, 2.228, -0.712], [0.023, 2.117, -2.372], [0.110, 3.492, -1.421], [-1.152, 2.129, -1.048], [1.608, -0.094, -1.668], [-0.408, -0.465, -2.060], [-3.342, -1.335, 0.076], [-1.963, -3.168, 1.405], [-0.922, -3.463, -0.081], [-2.517, -4.036, -0.336], [-3.256, -1.498, -2.295], [-1.589, -1.857, -2.360], [0.335, -0.481, 1.487]],
  "gap_ha": 0.3602,
  "e_homo_ha": -0.353,
  "de_lowest_ev": 3.5686,
  "smiles": "CC[C@H](C)[C@H](NC(=O)[C@H](C)N)C(=O)O",
  "energy_ha": -688.88250
}

Record 8
{
  "formula": "C27H62F8N8O17S8",
  "method": "ωB97M-V/def2-TZVPD",
  "species": ["C", "C", "O", "N", "H", "H", "C", "H", "H", "H", "H", "H", "H", "C", "C", "C", "N", "C", "C", "C", "C", "C", "H", "H", "H", "H", "H", "H", "H", "H", "H", "H", "H", "H", "H", "H", "H", "H", "H", "H", "C", "C", "C", "N", "C", "C", "C", "C", "C", "H", "H", "H", "H", "H", "H", "H", "H", "H", "H", "H", "H", "H", "H", "H", "H", "H", "H", "C", "C", "C", "N", "C", "C", "C", "C", "C", "H", "H", "H", "H", "H", "H", "H", "H", "H", "H", "H", "H", "H", "H", "H", "H", "H", "H", "N", "S", "O", "O", "F", "S", "O", "O", "F", "N", "S", "O", "O", "F", "S", "O", "O", "F", "N", "S", "O", "O", "F", "S", "O", "O", "F", "N", "S", "O", "O", "F", "S", "O", "O", "F"],
  "positions_angstrom": [[-19.119, 5.302, 4.263], [-18.486, 5.058, 5.634], [-18.842, 4.189, 6.403], [-17.271, 5.989, 5.832], [-16.524, 5.659, 5.237], [-17.508, 6.950, 5.631], [-16.782, 5.998, 7.299], [-18.508, 4.944, 3.435], [-19.173, 6.389, 4.327], [-20.131, 4.900, 4.315], [-16.496, 4.985, 7.579], [-17.651, 6.295, 7.886], [-15.973, 6.728, 7.332], [-28.590, 0.252, 11.504], [-27.631, 1.377, 10.986], [-27.405, 1.329, 9.478], [-26.577, 2.487, 8.829], [-27.410, 3.745, 9.033], [-26.129, 2.338, 7.344], [-24.775, 2.960, 7.321], [-24.106, 2.469, 8.673], [-25.196, 2.688, 9.651], [-29.575, 0.586, 11.178], [-28.651, 0.183, 12.590], [-28.327, -0.747, 11.155], [-26.647, 1.251, 11.439], [-27.987, 2.376, 11.239], [-28.327, 1.248, 8.902], [-26.704, 0.522, 9.263], [-26.824, 4.487, 8.491], [-27.483, 3.977, 10.096], [-28.369, 3.777, 8.515], [-26.878, 2.777, 6.684], [-26.051, 1.261, 7.200], [-24.884, 4.043, 7.362], [-24.166, 2.661, 6.467], [-23.201, 3.030, 8.904], [-23.855, 1.420, 8.514], [-25.050, 3.753, 9.831], [-25.148, 2.099, 10.567], [-27.094, 2.374, -2.959], [-27.359, 3.296, -1.737], [-27.059, 4.781, -1.969], [-27.133, 5.676, -0.604], [-28.539, 5.696, -0.041], [-26.126, 5.233, 0.494], [-25.259, 6.492, 0.796], [-25.262, 7.248, -0.475], [-26.698, 7.078, -1.002], [-26.051, 2.334, -3.272], [-27.530, 2.801, -3.862], [-27.503, 1.364, -2.943], [-26.724, 2.834, -0.982], [-28.374, 3.135, -1.374], [-27.786, 5.386, -2.511], [-26.050, 5.014, -2.309], [-28.706, 6.446, 0.733], [-28.704, 4.740, 0.457], [-29.109, 6.046, -0.902], [-26.620, 4.756, 1.340], [-25.462, 4.498, 0.040], [-25.647, 7.167, 1.560], [-24.289, 6.208, 1.202], [-25.033, 8.276, -0.193], [-24.593, 6.890, -1.258], [-27.294, 7.766, -0.402], [-26.918, 7.404, -2.019], [-12.077, 11.088, 6.659], [-11.840, 11.073, 5.111], [-12.769, 10.075, 4.321], [-12.549, 10.195, 2.846], [-11.220, 9.424, 2.528], [-12.599, 11.685, 2.298], [-13.051, 11.574, 0.861], [-14.066, 10.464, 0.878], [-13.728, 9.525, 2.097], [-12.201, 10.028, 6.880], [-12.976, 11.677, 6.838], [-11.243, 11.607, 7.131], [-10.768, 10.928, 4.974], [-11.932, 12.106, 4.774], [-13.788, 10.430, 4.479], [-12.724, 9.005, 4.526], [-10.331, 9.847, 2.997], [-10.990, 9.596, 1.476], [-11.331, 8.341, 2.583], [-11.687, 12.235, 2.531], [-13.412, 12.247, 2.758], [-12.230, 11.211, 0.244], [-13.369, 12.500, 0.381], [-14.124, 9.893, -0.049], [-15.052, 10.910, 1.009], [-13.418, 8.624, 1.568], [-14.566, 9.416, 2.786], [-12.523, 4.988, 13.535], [-13.849, 4.451, 13.654], [-14.875, 4.591, 12.616], [-14.351, 4.452, 15.017], [-13.451, 2.899, 13.339], [-12.885, 6.488, 12.904], [-13.674, 7.433, 13.733], [-12.980, 6.673, 11.485], [-11.371, 7.073, 12.985], [-17.955, 9.967, 5.293], [-18.760, 10.914, 4.450], [-18.081, 12.160, 4.211], [-20.225, 10.913, 4.687], [-18.670, 10.090, 3.042], [-18.135, 10.740, 6.784], [-18.743, 9.993, 7.844], [-18.184, 12.162, 6.886], [-16.631, 10.541, 7.220], [-13.591, 4.503, 4.049], [-12.401, 3.806, 4.716], [-11.076, 4.455, 4.740], [-12.450, 2.363, 4.977], [-12.794, 4.296, 6.172], [-13.340, 3.818, 2.537], [-13.374, 2.397, 2.381], [-12.323, 4.488, 1.657], [-14.748, 4.294, 1.858], [-21.739, -0.986, -0.083], [-22.436, -1.465, -1.259], [-22.095, -1.022, -2.654], [-23.812, -1.754, -0.984], [-21.723, -2.927, -1.235], [-22.348, 0.628, -0.082], [-23.030, 0.999, 1.132], [-22.805, 1.332, -1.272], [-20.817, 1.201, 0.121]],
  "gap_ha": 0.2129,
  "e_homo_ha": -0.280,
  "de_lowest_ev": 8.5056,
  "energy_ha": -6766.92110
}